# C23H24IrO3PS4

C23H24IrO3PS4 as an isolated structure (ωB97M-V/def2-TZVPD, OMol25).

Each line ends with the Mulliken spin population.
Atoms and positions in Å:
Ir1 -0.78 -1.54 -0.67  0.04
S1 -2.02 -0.63 -2.40  0.28
S2 -4.00 -0.68 -1.99  0.32
S3 -4.23 -1.18 -0.05  0.23
S4 -2.54 -2.14 0.53  0.13
O1 -0.18 -3.05 2.75  0.00
C1 0.28 -2.30 1.93  0.00
O2 0.35 -2.57 0.64  0.00
C2 0.93 -1.00 2.36  0.00
C3 1.73 -1.05 3.49  0.00
C4 2.43 0.07 3.92  0.00
C5 2.32 1.26 3.22  0.00
C6 1.50 1.34 2.11  0.00
C7 0.81 0.21 1.66  0.00
P1 -0.37 0.43 0.32  0.00
C8 0.24 1.72 -0.79  -0.02
C9 0.04 3.06 -0.47  0.00
C10 0.56 4.05 -1.28  0.00
C11 1.29 3.71 -2.41  0.00
C12 1.49 2.37 -2.73  0.00
C13 0.97 1.38 -1.92  0.01
C14 -1.86 1.10 1.07  0.00
C15 -2.13 0.89 2.42  -0.01
C16 -3.32 1.35 2.97  0.00
C17 -4.24 2.02 2.18  0.00
C18 -3.97 2.24 0.83  0.00
C19 -2.79 1.77 0.28  -0.01
H1 1.79 -1.99 4.03  0.00
H2 3.06 0.00 4.80  0.00
H3 2.86 2.14 3.55  0.00
H4 1.41 2.28 1.58  0.00
H5 -0.53 3.34 0.41  0.00
H6 0.40 5.09 -1.04  0.00
H7 1.70 4.48 -3.05  0.00
H8 2.05 2.11 -3.62  0.00
H9 1.12 0.34 -2.18  0.00
H10 -1.42 0.37 3.05  0.00
H11 -3.52 1.18 4.02  0.00
H12 -5.16 2.38 2.61  0.00
H13 -4.68 2.77 0.22  0.00
H14 -2.58 1.95 -0.77  0.01
C20 2.98 -1.40 -0.80  0.00
C21 2.18 -2.45 -1.51  0.00
O3 0.95 -1.88 -2.05  0.00
C22 0.50 -2.59 -3.23  0.01
C23 -0.13 -3.93 -2.89  -0.01
H15 3.87 -1.86 -0.36  0.00
H16 2.41 -0.95 0.01  0.00
H17 3.31 -0.61 -1.48  0.00
H18 1.93 -3.27 -0.85  0.00
H19 2.73 -2.84 -2.37  0.00
H20 1.36 -2.71 -3.89  0.00
H21 -0.21 -1.94 -3.73  -0.01
H22 0.61 -4.64 -2.52  0.00
H23 -0.60 -4.35 -3.78  0.00
H24 -0.91 -3.82 -2.13  0.00

Output
* LUMO (spin up / spin down): -0.148 / -0.196 hartree
* maximum force: 0.0085 hartree/bohr
* net charge: +1
* gap between HOMO and LUMO (spin up / spin down): 7.05 / 6.09 eV
* highest occupied orbital energy (spin up / spin down): -11.1 / -11.4 eV
* molar mass: 699.901 g/mol
* energy relative to the best compared isomer or geometry (same formula, charge and spin): 0.00 kcal per mole
* multiplicity: 2


# C23H24N2O2

C23H24N2O2 in the gas phase (ωB97M-V/def2-TZVPD, OMol25).

Each line ends with the Mulliken charge.
Atoms and positions in Å:
C1 -6.03 -1.27 -0.66  -1.37
C2 -5.17 -0.10 -0.35  -0.01
O1 -5.64 1.14 -0.61  -0.37
C3 -4.69 2.02 -0.24  -0.63
C4 -3.60 1.36 0.24  -0.38
C5 -3.91 -0.03 0.16  0.87
C6 -3.11 -1.18 0.64  0.60
O2 -3.54 -1.94 1.49  -0.67
N1 -1.89 -1.36 0.08  0.29
C7 -1.34 -0.61 -1.03  -1.21
C8 0.19 -0.52 -0.89  -0.65
N2 0.50 -0.49 0.52  0.38
C9 1.78 0.10 0.89  -0.10
C10 2.96 -0.63 0.27  0.12
C11 3.33 -0.41 -1.06  0.14
C12 4.34 -1.15 -1.63  -1.04
C13 5.01 -2.12 -0.90  -0.39
C14 4.65 -2.34 0.42  -0.83
C15 3.63 -1.59 1.00  -0.24
C16 1.77 1.59 0.61  -0.01
C17 2.96 2.30 0.43  -0.49
C18 2.94 3.66 0.21  -0.76
C19 1.73 4.34 0.16  -0.48
C20 0.55 3.65 0.36  -0.61
C21 0.57 2.29 0.59  -0.42
C22 0.25 -1.78 1.15  -0.35
C23 -1.02 -2.40 0.56  -1.27
H1 -7.07 -1.05 -0.44  0.36
H2 -5.95 -1.54 -1.72  0.29
H3 -5.70 -2.12 -0.06  0.34
H4 -4.91 3.06 -0.36  0.47
H5 -2.71 1.81 0.64  0.54
H6 -1.60 -1.11 -1.98  0.18
H7 -1.78 0.39 -1.05  0.63
H8 0.53 0.40 -1.35  0.47
H9 0.67 -1.37 -1.40  0.29
H10 1.85 -0.01 1.98  0.74
H11 2.83 0.35 -1.64  0.45
H12 4.62 -0.97 -2.66  0.38
H13 5.80 -2.70 -1.35  0.40
H14 5.17 -3.08 1.01  0.39
H15 3.37 -1.76 2.03  0.41
H16 3.90 1.77 0.47  0.46
H17 3.87 4.20 0.07  0.40
H18 1.72 5.41 -0.02  0.39
H19 -0.39 4.18 0.34  0.42
H20 -0.34 1.74 0.76  0.33
H21 0.12 -1.60 2.22  0.41
H22 1.09 -2.48 1.02  0.29
H23 -0.77 -3.07 -0.27  0.37
H24 -1.56 -2.97 1.31  0.47

Output
* LUMO: 0.026 hartree
* maximum force: 0.0208 hartree/bohr
* gap between HOMO and LUMO: 9.23 eV
* highest occupied orbital energy: -8.5 eV
* molar mass: 360.457 g/mol
* energy relative to the best compared isomer or geometry (same formula, charge and spin): 30.61 kcal per mole
* SMILES: Cc1occc1C(=O)N1CCN(C(c2ccccc2)c2ccccc2)CC1


# C23H24N5P2PtS2

C23H24N5P2PtS2 as an isolated structure (ωB97M-V/def2-TZVPD, OMol25).

Each line ends with the Mulliken spin population.
Atoms and positions in Å:
Pt1 0.03 -0.21 -0.37  1.28
C1 1.86 -1.35 2.36  0.01
C2 1.24 -2.55 1.72  0.00
C3 1.50 -3.83 2.27  -0.02
C4 0.96 -4.93 1.68  0.01
C5 0.16 -4.78 0.53  -0.03
C6 -0.41 -5.90 -0.13  0.20
C7 -1.15 -5.74 -1.27  -0.04
C8 -1.35 -4.46 -1.79  0.14
C9 -0.82 -3.32 -1.17  0.00
S1 -1.13 -1.82 -1.90  0.85
C10 -0.04 -3.48 0.03  0.11
N1 0.49 -2.39 0.65  0.07
H1 1.93 -1.48 3.44  0.00
H2 1.29 -0.45 2.14  0.00
H3 2.87 -1.20 1.97  0.00
H4 2.13 -3.91 3.15  0.00
H5 1.14 -5.92 2.08  0.00
H6 -0.23 -6.88 0.28  0.01
H7 -1.58 -6.60 -1.78  0.00
H8 -1.92 -4.33 -2.70  -0.01
C11 -1.70 -0.37 2.72  0.00
P1 -1.94 0.00 0.96  0.20
C12 -3.39 -0.99 0.52  0.03
C13 -2.45 1.73 0.87  0.03
C14 -3.78 2.12 0.90  0.01
C15 -4.13 3.45 0.78  0.00
C16 -3.15 4.42 0.62  0.01
C17 -1.81 4.05 0.60  0.00
C18 -1.45 2.71 0.72  0.03
P2 0.29 2.19 0.68  0.29
C19 0.91 2.60 2.34  0.02
C20 1.19 3.31 -0.41  0.02
H9 -2.56 -0.04 3.31  0.01
H10 -0.80 0.13 3.09  0.00
H11 -1.57 -1.44 2.85  0.00
H12 -4.21 -0.85 1.23  0.01
H13 -3.10 -2.04 0.52  0.00
H14 -3.73 -0.72 -0.49  -0.01
H15 -4.57 1.38 0.99  0.00
H16 -5.17 3.74 0.79  0.00
H17 -3.42 5.46 0.52  0.00
H18 -1.06 4.81 0.47  0.00
H19 0.79 3.67 2.52  0.01
H20 1.97 2.35 2.42  0.00
H21 0.36 2.06 3.11  0.00
H22 0.99 4.35 -0.16  0.01
H23 0.91 3.12 -1.45  0.00
H24 2.26 3.15 -0.28  -0.01
S2 -3.19 1.60 -2.80  0.13
C21 -1.68 1.37 -2.32  0.04
N2 -0.57 1.19 -1.96  0.14
N3 2.09 -0.19 -0.67  0.21
C22 3.08 0.45 -0.73  -0.02
N4 4.23 0.97 -0.74  0.20
C23 4.42 2.17 -1.26  -0.04
N5 4.64 3.23 -1.66  0.11

Output
* LUMO (spin up / spin down): -0.134 / -0.238 hartree
* maximum force: 0.0057 hartree/bohr
* net charge: +1
* gap between HOMO and LUMO (spin up / spin down): 6.10 / 4.31 eV
* highest occupied orbital energy (spin up / spin down): -9.7 / -10.8 eV
* molar mass: 691.640 g/mol
* energy relative to the best compared isomer or geometry (same formula, charge and spin): 14.41 kcal per mole
* multiplicity: 5


# C23H25AuN2S2

C23H25AuN2S2 as an isolated structure (ωB97M-V/def2-TZVPD, OMol25).

Each line ends with the Mulliken spin population.
Atoms and positions in Å:
Au1 -1.31 -0.25 -0.71  0.46
C1 1.25 -3.03 -0.73  0.02
N1 1.56 -1.63 -1.17  -0.01
C2 2.58 -0.93 -0.36  0.02
C3 2.47 0.58 -0.11  -0.01
N2 1.36 1.02 0.72  0.07
C4 1.21 0.31 1.99  0.04
C5 1.05 2.36 0.79  0.09
C6 2.06 3.36 0.78  -0.05
C7 1.75 4.69 1.07  0.12
C8 0.41 5.02 1.31  -0.04
C9 -0.58 4.07 1.19  0.06
C10 -0.34 2.74 0.89  0.08
S1 -1.74 1.78 0.77  0.73
C11 1.47 -1.42 -2.56  -0.02
C12 1.93 -2.39 -3.44  -0.01
C13 1.82 -2.25 -4.80  0.01
C14 1.24 -1.11 -5.36  -0.01
C15 0.75 -0.13 -4.50  0.02
C16 0.79 -0.29 -3.10  0.01
S2 0.06 0.99 -2.23  0.08
H1 2.07 -3.72 -0.92  0.00
H2 1.03 -3.05 0.36  0.00
H3 0.36 -3.37 -1.27  0.00
H4 2.63 -1.44 0.61  0.00
H5 3.57 -1.09 -0.83  0.00
H6 3.45 0.85 0.36  0.01
H7 2.44 1.11 -1.07  0.00
H8 2.07 0.44 2.65  0.00
H9 0.32 0.73 2.49  -0.01
H10 1.09 -0.78 1.85  0.00
H11 3.11 3.07 0.60  0.00
H12 2.54 5.44 1.13  0.01
H13 0.10 6.02 1.54  0.00
H14 -1.62 4.39 1.25  0.00
H15 2.41 -3.27 -3.01  0.00
H16 2.18 -3.08 -5.44  0.00
H17 1.05 -1.04 -6.43  0.00
H18 0.28 0.77 -4.91  0.00
C17 -2.14 -1.87 0.35  0.32
C18 -2.92 -1.37 1.49  -0.07
C19 -4.23 -0.86 1.24  0.06
C20 -5.04 -0.46 2.29  -0.03
C21 -4.58 -0.43 3.62  0.05
C22 -3.28 -0.86 3.87  -0.02
C23 -2.44 -1.28 2.83  0.05
H19 -2.80 -2.37 -0.35  0.00
H20 -1.27 -2.49 0.62  -0.02
H21 -4.63 -0.83 0.20  0.00
H22 -6.02 -0.10 2.08  0.00
H23 -5.19 -0.08 4.42  0.00
H24 -2.90 -0.87 4.90  0.00
H25 -1.41 -1.58 3.08  0.00

Output
* LUMO (spin up / spin down): 0.021 / -0.101 hartree
* maximum force: 0.0374 hartree/bohr
* gap between HOMO and LUMO (spin up / spin down): 7.75 / 4.25 eV
* highest occupied orbital energy (spin up / spin down): -7.2 / -7.0 eV
* molar mass: 590.568 g/mol
* energy relative to the best compared isomer or geometry (same formula, charge and spin): 7.49 kcal per mole
* multiplicity: 3